Entry 1:
Here is F10KN5Na2O20S10 as an isolated structure from the OMol25 dataset. Energies are from ωB97M-V/def2-TZVPD.

Calculated values
- Highest occupied orbital energy: -5.54 eV
- Frontier orbital gap: 8.005 eV
- Multiplicity: 1
- Charge: -2
- LUMO energy: 2.47 eV

Element x y z (Å)
Na (3.26116, 0.98121, 3.27778)
Na (-2.55172, -0.27153, -1.24641)
K (0.75909, -1.42815, 0.82842)
N (2.42078, -1.29567, 3.25745)
S (3.06626, -2.88053, 3.14168)
O (2.23948, -3.71895, 2.27327)
O (3.68318, -3.40387, 4.36652)
F (4.37290, -2.47922, 2.26124)
S (1.46933, -1.54687, 4.39298)
O (1.93995, -1.38368, 5.79797)
O (0.25647, -2.35846, 4.13192)
F (0.80493, -0.03623, 4.09201)
N (3.74301, 2.10628, 1.34849)
S (2.40775, 2.33885, 0.34088)
O (1.66051, 1.09853, 0.03863)
O (2.39379, 3.42252, -0.64699)
F (1.50768, 3.00237, 1.54372)
S (4.61878, 1.59644, 0.18678)
O (5.14350, 2.65755, -0.65022)
O (4.24917, 0.34892, -0.47745)
F (5.78038, 1.20428, 1.27148)
N (-3.07731, 1.05544, 0.69236)
S (-4.50128, 0.52929, 1.48498)
O (-5.59813, 1.51861, 1.72472)
O (-4.34051, -0.36098, 2.60550)
F (-5.01057, -0.38745, 0.18897)
S (-2.24240, 1.32550, 1.90036)
O (-1.51364, 0.15719, 2.31088)
O (-2.78588, 2.28905, 2.85436)
F (-1.08745, 2.10692, 1.07866)
N (-0.85623, -1.85157, -1.41776)
S (-1.70036, -3.02390, -1.87028)
O (-1.12606, -4.30876, -2.20123)
O (-2.84047, -2.56296, -2.63318)
F (-2.35103, -3.48730, -0.47494)
S (0.35384, -2.03799, -2.58597)
O (0.02129, -2.16332, -3.99369)
O (1.52487, -2.68222, -2.04700)
F (0.61401, -0.47248, -2.49988)
N (-1.98049, 1.44388, -2.83951)
S (-0.97649, 2.39154, -3.43440)
O (-1.37495, 3.79900, -3.51973)
O (0.09215, 1.90014, -4.35221)
F (-0.11537, 2.46358, -2.04476)
S (-2.78668, 1.34309, -4.37209)
O (-2.10719, 0.72428, -5.57317)
O (-3.81615, 2.32601, -4.52491)
F (-3.64412, 0.01145, -3.98603)

Entry 2:
Here is a 7-piece molecular cluster, C24H66F6N6O6P overall from the OMol25 dataset. Energies are from ωB97M-V/def2-TZVPD.

Calculated values
- Highest occupied orbital energy: -5.88 eV
- Frontier orbital gap: 8.425 eV
- Multiplicity: 1
- Charge: -1
- LUMO energy: 2.55 eV

Element x y z (Å)
P (0.94066, -0.04178, -0.04671)
F (2.12237, 0.42957, 0.94249)
F (1.84909, -1.31929, -0.55069)
F (0.36397, -0.97508, 1.12020)
F (-0.28034, -0.45653, -1.03053)
F (0.07450, 1.25356, 0.37963)
F (1.64496, 0.73498, -1.30781)
C (-1.97052, 4.75556, -2.59375)
C (-1.51801, 3.80855, -1.49552)
C (-2.54471, 3.61609, -0.41764)
O (-2.72074, 4.76584, 0.38429)
C (-1.87667, 4.75847, 1.50309)
N (-1.28183, 2.48495, -2.15227)
H (-1.19058, 5.00643, -3.31449)
H (-2.29294, 5.70536, -2.14395)
H (-2.83132, 4.38873, -3.15526)
H (-0.56704, 4.18621, -1.10148)
H (-2.32179, 2.72223, 0.18245)
H (-3.51572, 3.37695, -0.86731)
H (-0.81245, 4.64223, 1.25412)
H (-2.13976, 3.92773, 2.16985)
H (-1.97103, 5.71716, 2.01138)
H (-0.44750, 2.60881, -2.72059)
H (-0.95229, 1.89330, -1.39015)
C (-0.45210, 2.28678, 4.52287)
C (0.89845, 2.61309, 3.89095)
C (1.71577, 3.56023, 4.73017)
O (2.79264, 4.04990, 3.96073)
C (3.68560, 4.86947, 4.66984)
N (1.67352, 1.39460, 3.65701)
H (-0.26973, 1.72192, 5.43944)
H (-1.08897, 1.72261, 3.84547)
H (-0.96562, 3.22393, 4.75899)
H (0.70639, 3.05485, 2.89920)
H (2.02103, 3.08177, 5.67144)
H (1.10230, 4.44185, 4.98941)
H (3.18249, 5.81257, 4.95690)
H (4.45629, 5.17970, 3.96680)
H (4.04142, 4.39532, 5.58793)
H (2.66296, 1.58113, 3.57410)
H (1.38741, 0.90524, 2.82136)
C (5.53711, 6.88947, 0.09486)
C (5.18201, 5.98950, 1.24817)
C (4.49449, 4.69648, 0.85692)
O (3.38299, 4.97217, 0.03455)
C (2.43475, 3.91407, 0.06228)
N (6.39835, 5.65444, 2.02736)
H (6.42153, 6.54022, -0.44827)
H (5.85511, 7.86303, 0.48029)
H (4.71123, 7.04712, -0.59401)
H (4.51667, 6.51814, 1.93663)
H (4.17364, 4.09139, 1.71713)
H (5.21321, 4.03669, 0.33405)
H (2.03799, 3.77658, 1.08077)
H (2.89196, 2.97753, -0.25925)
H (1.55890, 4.22735, -0.50006)
H (6.98297, 5.03284, 1.47383)
H (6.12333, 5.08454, 2.82354)
C (-3.48275, -0.35525, 1.17550)
C (-3.47996, -1.69820, 0.44894)
C (-3.79195, -1.54849, -1.02150)
O (-3.80980, -2.82244, -1.62155)
C (-4.55100, -2.82288, -2.82694)
N (-2.13340, -2.31959, 0.53475)
H (-3.27960, -0.51455, 2.23581)
H (-4.47727, 0.11088, 1.14604)
H (-2.73064, 0.29768, 0.73317)
H (-4.18073, -2.43402, 0.85187)
H (-3.05630, -0.89862, -1.51637)
H (-4.79259, -1.09123, -1.10293)
H (-5.60315, -2.67723, -2.52395)
H (-4.43722, -3.78986, -3.30128)
H (-4.30249, -2.00192, -3.51270)
H (-1.84546, -2.43306, 1.50655)
H (-1.49464, -1.56820, 0.27229)
C (0.09288, -2.05206, -4.14902)
C (-0.76318, -2.99422, -3.29341)
C (-1.21478, -4.19503, -4.10654)
O (-2.21232, -4.91498, -3.43528)
C (-2.85858, -5.79046, -4.29448)
N (0.01635, -3.57830, -2.17514)
H (0.17801, -1.08698, -3.66304)
H (-0.34337, -1.90353, -5.15212)
H (1.08137, -2.44564, -4.40876)
H (-1.62483, -2.41238, -2.97759)
H (-0.33972, -4.84985, -4.26361)
H (-1.54219, -3.85582, -5.10396)
H (-3.68497, -6.28364, -3.77844)
H (-2.14154, -6.48470, -4.75063)
H (-3.40126, -5.25236, -5.09686)
H (0.76212, -4.09100, -2.64492)
H (0.53007, -2.83979, -1.69508)
C (-0.85325, -8.94507, 0.18842)
C (-1.02466, -7.43513, 0.01091)
C (0.21891, -6.74132, 0.53730)
O (0.03975, -5.34795, 0.42434)
C (1.21152, -4.63258, 0.64356)
N (-1.22117, -7.09049, -1.40376)
H (-0.30768, -9.40792, -0.63829)
H (-1.83439, -9.43629, 0.16096)
H (-0.38418, -9.27571, 1.12110)
H (-1.91562, -7.12419, 0.55649)
H (1.05917, -7.01410, -0.11605)
H (0.32051, -6.98313, 1.60235)
H (0.97583, -3.60258, 0.91884)
H (1.88821, -4.55067, -0.22046)
H (1.80889, -5.05347, 1.46941)
H (-1.91626, -7.73690, -1.76509)
H (-0.37713, -7.22132, -1.94961)

Entry 3:
Here is C28H29CuN6OSSb2 as an isolated structure from the OMol25 dataset. Energies are from ωB97M-V/def2-TZVPD.

Calculated values
- Highest occupied orbital energy (spin up / spin down): -10.49 / -11.11 eV
- Frontier orbital gap (spin up / spin down): 6.868 / 6.248 eV
- Multiplicity: 2
- Charge: +1
- LUMO energy (spin up / spin down): -3.62 / -4.86 eV
- <S²>: 0.7696

Element x y z (Å)
Cu (2.79075, -0.19202, 1.49063)
C (0.76545, 0.32488, -2.77807)
C (0.02015, -0.97782, -2.80817)
C (0.48215, -1.92922, -1.72327)
Sb (-0.17825, -1.16982, 0.20863)
C (-2.29675, -1.38042, -0.15467)
C (-2.80185, -2.43862, -0.90007)
C (-4.15775, -2.50442, -1.18077)
C (-5.00815, -1.50402, -0.74207)
C (-4.50665, -0.44562, -0.00577)
C (-3.15615, -0.38742, 0.29213)
C (0.32035, -3.05152, 1.18003)
C (1.60275, -3.28382, 1.64773)
C (1.91565, -4.47262, 2.28783)
C (0.93275, -5.42812, 2.48043)
C (-0.35105, -5.19782, 2.01423)
C (-0.65915, -4.01432, 1.36063)
Sb (0.89335, 1.51418, -0.71907)
C (-0.73075, 2.77618, -1.41697)
C (-0.51675, 4.14418, -1.51067)
C (-1.53375, 4.98178, -1.93187)
C (-2.77585, 4.45868, -2.24787)
C (-2.99145, 3.09358, -2.16917)
C (-1.96915, 2.25378, -1.76027)
C (0.35625, 2.38218, 1.34363)
C (1.01885, 3.54318, 1.69253)
C (0.65695, 4.19558, 2.86233)
C (-0.31025, 3.65568, 3.69263)
C (-0.96245, 2.49218, 3.33153)
C (-0.64645, 1.87178, 2.13223)
H (0.32835, 1.07678, -3.43057)
H (1.81525, 0.18408, -3.03097)
H (0.20025, -1.43772, -3.78997)
H (-1.05915, -0.80892, -2.73837)
H (1.57245, -2.01662, -1.73377)
H (0.07365, -2.93062, -1.86047)
H (-2.14785, -3.21702, -1.27617)
H (-4.55085, -3.33602, -1.74687)
H (-6.06085, -1.54272, -0.97327)
H (-5.16695, 0.33558, 0.33903)
H (-2.78085, 0.44628, 0.87183)
H (2.37285, -2.52122, 1.55183)
H (2.91725, -4.63772, 2.66003)
H (1.15925, -6.33982, 3.01203)
H (-1.13025, -5.93092, 2.16913)
H (-1.66815, -3.84092, 1.00943)
H (0.45075, 4.56258, -1.26597)
H (-1.35575, 6.04328, -2.01257)
H (-3.57215, 5.11948, -2.55117)
H (-3.95625, 2.67988, -2.42437)
H (-2.14225, 1.18458, -1.71037)
H (1.79865, 3.95848, 1.06353)
H (1.12775, 5.13318, 3.11683)
H (-0.57075, 4.14298, 4.61763)
H (-1.73095, 2.06598, 3.95893)
H (-1.18165, 0.97688, 1.84893)
N (6.26685, 0.99038, -2.13097)
N (5.42675, 0.25338, -1.40187)
N (5.55975, -1.04052, -1.28417)
C (4.63005, -1.35022, -0.40007)
N (3.95765, -0.25812, -0.01667)
N (4.47105, 0.75908, -0.67907)
H (6.72475, 0.48778, -2.87947)
H (5.93215, 1.92018, -2.33867)
H (4.43845, -2.33752, -0.03637)
O (-0.64725, -1.02182, 2.84453)
S (0.52745, -0.71252, 3.69733)
N (1.76755, -0.34982, 2.98253)

Entry 4:
Here is C37H44BiF7N5O16P3S3 as an isolated structure from the OMol25 dataset. Energies are from ωB97M-V/def2-TZVPD.

Calculated values
- Highest occupied orbital energy: -7.24 eV
- Frontier orbital gap: 5.254 eV
- Multiplicity: 1
- Charge: 0
- LUMO energy: -1.98 eV

Element x y z (Å)
Bi (1.38894, 0.57404, 0.97779)
O (-1.86624, 2.43245, 2.90160)
C (-1.35467, 1.38694, 2.53341)
O (-0.94725, 1.11419, 1.33227)
C (-1.24172, 0.22650, 3.55256)
P (0.01322, -0.96771, 2.96167)
C (1.14420, -1.44642, 4.30665)
C (2.07219, -2.44564, 4.00485)
C (3.00924, -2.83702, 4.94650)
C (3.03359, -2.23559, 6.20048)
C (2.12065, -1.23666, 6.50301)
C (1.18222, -0.84236, 5.55653)
C (-0.99726, -2.48106, 2.74350)
C (-0.95233, -3.60722, 3.55829)
C (-1.81459, -4.67380, 3.32694)
C (-2.72322, -4.63109, 2.28043)
C (-2.77273, -3.51151, 1.45930)
C (-1.91712, -2.44754, 1.69372)
H (-2.21438, -0.26641, 3.57884)
H (-1.02872, 0.62455, 4.54029)
H (2.05990, -2.90257, 3.01975)
H (3.72777, -3.61019, 4.70336)
H (3.76363, -2.54703, 6.93716)
H (2.13461, -0.76458, 7.47793)
H (0.48091, -0.05327, 5.79756)
H (-0.25018, -3.65913, 4.37986)
H (-1.77336, -5.54152, 3.97381)
H (-3.39187, -5.46525, 2.10660)
H (-3.47299, -3.46957, 0.63434)
H (-1.96350, -1.55982, 1.07064)
N (5.21814, -1.87171, -1.15830)
C (4.45124, -2.10241, 0.12881)
C (5.04561, -3.31513, 0.86172)
P (4.64566, -0.58143, 1.18084)
O (5.97271, -0.99341, 2.00896)
O (5.02107, 0.57931, 0.30603)
O (3.48534, -0.41443, 2.11555)
P (2.65364, -2.60261, -0.34857)
O (2.60545, -2.13342, -1.89801)
O (2.62115, -4.07794, -0.31455)
O (1.68599, -1.80460, 0.48616)
H (6.13495, -2.31193, -1.11526)
H (5.34981, -0.85761, -1.37420)
H (4.67731, -2.24932, -1.94249)
H (6.11602, -3.18564, 1.02796)
H (4.83380, -4.22665, 0.30702)
H (4.56824, -3.41174, 1.83647)
H (6.19898, -0.28906, 2.62753)
H (2.41203, -1.18148, -1.96305)
F (6.39132, 4.29413, 1.60646)
C (5.97506, 3.10233, 1.17425)
F (6.79552, 2.69812, 0.21816)
F (6.07157, 2.25952, 2.21386)
S (4.19488, 3.26569, 0.58894)
O (3.46932, 2.42391, 1.52268)
O (3.96156, 4.67230, 0.64444)
N (4.22065, 2.81307, -0.92630)
S (4.05478, 1.39229, -1.59127)
O (5.21391, 0.75504, -2.21763)
O (2.94486, 0.48198, -1.21224)
C (3.31210, 2.06658, -3.13488)
F (2.15371, 2.68691, -2.92734)
F (3.07503, 1.03723, -3.96935)
F (4.14373, 2.90748, -3.74489)
F (-3.78435, -2.74482, -1.87833)
C (-3.46707, -1.46560, -2.20721)
C (-2.30676, -0.92743, -1.74403)
C (-2.00606, 0.41097, -2.00134)
C (-0.76080, 0.97435, -1.45556)
O (0.11047, 0.16982, -1.08844)
C (-0.69597, 2.40521, -1.45551)
C (-1.57521, 3.07376, -2.23674)
N (-2.60307, 2.51656, -2.94457)
C (-3.36438, 3.30642, -3.87584)
C (-3.67182, 4.73128, -3.55950)
C (-4.77219, 3.71193, -3.52627)
C (-2.89027, 1.17841, -2.75506)
C (-4.03861, 0.58070, -3.29603)
C (-4.35547, -0.73789, -3.01245)
N (-5.55777, -1.32995, -3.46633)
C (-5.52812, -2.65345, -4.05726)
C (-5.27957, -2.57182, -5.55734)
N (-6.36206, -1.71286, -6.17292)
C (-6.38487, -0.33548, -5.55170)
C (-6.58477, -0.50532, -4.04948)
C (0.25359, 3.29570, -0.64628)
O (-0.00888, 4.49294, -0.65947)
O (1.22964, 2.72894, -0.06322)
H (-1.60800, -1.51791, -1.16278)
H (-1.46672, 4.14746, -2.29374)
H (-3.16100, 3.06562, -4.91375)
H (-3.63697, 5.43243, -4.38074)
H (-3.33383, 5.12964, -2.61335)
H (-5.51915, 3.71891, -4.31063)
H (-5.13466, 3.41999, -2.54879)
H (-4.68220, 1.18339, -3.91823)
H (-6.48929, -3.14705, -3.86833)
H (-4.75534, -3.26874, -3.61156)
H (-5.30251, -3.54763, -6.03900)
H (-4.32954, -2.08065, -5.76446)
H (-7.26415, -2.16187, -5.99991)
H (-6.23993, -1.64939, -7.18261)
H (-7.18156, 0.23947, -6.02063)
H (-5.42080, 0.12076, -5.76853)
H (-7.55599, -0.98301, -3.86845)
H (-6.61338, 0.47273, -3.57592)
C (3.27113, 2.86461, 4.35096)
S (1.68046, 3.03768, 3.53119)
C (0.65523, 3.42327, 4.92618)
O (1.27080, 1.58999, 3.22396)
H (3.16327, 2.94126, 5.43129)
H (3.94532, 3.62762, 3.96446)
H (3.62749, 1.87841, 4.05394)
H (0.92979, 4.41116, 5.29963)
H (0.80316, 2.65687, 5.68736)
H (-0.37134, 3.42148, 4.55610)

Entry 5:
Here is the molecule C4H7ClO from the OMol25 dataset. Energies are from ωB97M-V/def2-TZVPD.

Calculated values
- Highest occupied orbital energy: -9.83 eV
- Frontier orbital gap: 10.673 eV
- Multiplicity: 1
- Charge: 0
- LUMO energy: 0.84 eV

Element x y z (Å)
C (-1.32763, -0.97534, -0.25594)
C (-0.26126, 0.08713, -0.03881)
Cl (-0.27674, 1.38235, -1.26891)
C (0.02194, 0.40122, 1.39277)
C (1.06004, -0.34252, 0.60940)
O (1.15747, -1.75385, 0.83943)
H (-2.37219, -0.70635, -0.18351)
H (-1.07419, -1.44177, -1.22646)
H (-1.22333, -1.75207, 0.52395)
H (0.16265, 1.47705, 1.70744)
H (-0.59115, -0.19645, 2.03778)
H (1.94305, 0.14616, 0.12399)
H (1.64147, -2.01862, 1.62824)

Relative energy (zero: lowest compared OMol25 entry of this formula, charge and spin) values (in kcal/mol) by entry order: 74.0, 0.0, 37.5, 0.0, 32.1.
E_tot values (in eV) by entry order: -209086.230, -72783.099, -109032.728, -164532.116, -18830.139.